1.
ORCA calculation (ωB97M-V/def2-TZVPD) on a molecular structure, C64H61AsIN4PRhS4.

Computed properties:
HOMO energy (alpha / beta): -8.701 / -9.321 eV
Multiplicity: 5
Molar mass: 1350.2 g mol⁻¹
Energy above the lowest of the compared OMol25 structures with the same formula, charge and spin: 0.127 eV
Charge: +1
Lowest unoccupied orbital energy (alpha / beta): -2.1711 / -2.6575 eV

CARTESIAN COORDINATES (ANGSTROEM)
Rh (0.67487, 1.32601, -1.00369)
N (-1.09242, 0.02768, -0.50576)
S (-1.82037, -1.20998, -0.45587)
N (-1.31500, -2.42476, 0.57166)
S (-0.15954, -3.35349, 0.17355)
N (1.10080, -2.87356, -0.56124)
S (2.13888, -1.68833, -0.04873)
N (1.76681, -0.29524, 0.03425)
C (2.73841, -2.27486, 1.53519)
C (3.88067, -3.04752, 1.67708)
C (4.35115, -3.32184, 2.95609)
C (3.67740, -2.83460, 4.06617)
C (2.52467, -2.07180, 3.90786)
C (2.05410, -1.77743, 2.63948)
C (3.47410, -2.08623, -1.16058)
C (3.56664, -3.24527, -1.91850)
C (4.68456, -3.43383, -2.71959)
C (5.68993, -2.47713, -2.75328)
C (5.58790, -1.32487, -1.98486)
C (4.47713, -1.12761, -1.18126)
C (0.21693, -4.16092, 1.70215)
C (-0.50789, -3.87538, 2.84753)
C (-0.17304, -4.53729, 4.02120)
C (0.86838, -5.45380, 4.02981)
C (1.58605, -5.72309, 2.86909)
C (1.26299, -5.07497, 1.69005)
C (-0.71839, -4.68663, -0.85902)
C (-1.78451, -5.43325, -0.37156)
C (-2.26031, -6.48565, -1.13167)
C (-1.67810, -6.77222, -2.36228)
C (-0.62230, -6.00944, -2.83676)
C (-0.12777, -4.95348, -2.08156)
C (-3.48199, -1.01535, 0.15368)
C (-4.03782, -1.74324, 1.19338)
C (-5.32676, -1.43266, 1.61130)
C (-6.03655, -0.41528, 0.98928)
C (-5.46578, 0.30602, -0.05361)
C (-4.17994, 0.01188, -0.47328)
C (-2.06052, -2.04521, -2.02012)
C (-1.15298, -1.71820, -3.01274)
C (-1.28722, -2.30609, -4.26350)
C (-2.32168, -3.19853, -4.50316)
C (-3.22777, -3.51784, -3.49572)
C (-3.10228, -2.94051, -2.24274)
H (4.40559, -3.42855, 0.81064)
H (5.24842, -3.91392, 3.08054)
H (4.05518, -3.04113, 5.05924)
H (2.00018, -1.69436, 4.77680)
H (1.18061, -1.15170, 2.48899)
H (2.77971, -3.98264, -1.88318)
H (4.77025, -4.33085, -3.31884)
H (6.55681, -2.62906, -3.38315)
H (6.37002, -0.57699, -2.01538)
H (4.37456, -0.23629, -0.57607)
H (-1.30015, -3.14147, 2.81354)
H (-0.72302, -4.33072, 4.92956)
H (1.12803, -5.96245, 4.94903)
H (2.39889, -6.43668, 2.88497)
H (1.81341, -5.26830, 0.77674)
H (-2.22961, -5.19618, 0.58765)
H (-3.08451, -7.08354, -0.76620)
H (-2.05655, -7.59400, -2.95593)
H (-0.18101, -6.22994, -3.79973)
H (0.67765, -4.33016, -2.44120)
H (-3.47068, -2.52946, 1.66922)
H (-5.77535, -1.98666, 2.42554)
H (-7.04020, -0.18097, 1.31941)
H (-6.01830, 1.10263, -0.53637)
H (-3.70908, 0.57723, -1.27065)
H (-0.36234, -1.00867, -2.80343)
H (-0.58918, -2.05140, -5.05103)
H (-2.43179, -3.64420, -5.48380)
H (-4.03604, -4.21108, -3.69065)
H (-3.80789, -3.17433, -1.45479)
I (-1.43713, 2.21593, -3.39780)
C (-3.37365, 2.78387, -2.85602)
C (-4.30863, 2.56249, -3.83046)
C (-5.64812, 2.96212, -3.66872)
C (-5.99784, 3.62511, -2.53741)
C (-5.05129, 3.87625, -1.51261)
C (-5.48334, 4.63304, -0.39804)
C (-4.62207, 4.93658, 0.60531)
C (-3.31564, 4.42594, 0.55367)
C (-2.83662, 3.65082, -0.47580)
P (-1.13526, 2.97046, -0.04426)
C (-1.40801, 2.19634, 1.59471)
C (-0.25140, 1.82690, 2.28823)
C (-0.32935, 1.15122, 3.49378)
C (-1.57065, 0.79918, 4.01318)
C (-2.72238, 1.13439, 3.31845)
C (-2.64230, 1.83409, 2.11850)
C (-0.39036, 4.61017, 0.33133)
C (-0.08984, 5.39018, -0.78810)
C (0.31748, 6.70574, -0.64393)
C (0.44177, 7.25899, 0.62633)
C (0.16837, 6.48406, 1.74190)
C (-0.24244, 5.16298, 1.59717)
C (-3.69996, 3.40698, -1.60831)
H (-4.00601, 2.08835, -4.75416)
H (-6.36779, 2.77282, -4.45403)
H (-7.00784, 3.99112, -2.39832)
H (-6.50912, 4.98163, -0.37948)
H (-4.93221, 5.53793, 1.44965)
H (-2.67070, 4.63818, 1.39721)
H (0.72378, 2.06022, 1.87158)
H (0.57835, 0.89561, 4.02812)
H (-1.63737, 0.27100, 4.95594)
H (-3.69393, 0.85238, 3.70542)
H (-3.55607, 2.07808, 1.59061)
H (-0.20004, 4.96655, -1.78198)
H (0.53484, 7.30176, -1.52128)
H (0.74900, 8.29019, 0.74244)
H (0.27144, 6.90776, 2.73313)
H (-0.47162, 4.57508, 2.47799)
C (3.39845, 4.76403, 1.83861)
C (3.42719, 4.53200, 0.32990)
As (2.91097, 2.71103, -0.20680)
C (4.15933, 2.54926, -1.70627)
C (3.83887, 3.58712, -2.77948)
C (3.83764, 1.74817, 1.23724)
C (5.35258, 1.91865, 1.28302)
H (3.48982, 5.82857, 2.06029)
H (4.21951, 4.25247, 2.34065)
H (2.46653, 4.41955, 2.28571)
H (4.43060, 4.70092, -0.06569)
H (2.75359, 5.21961, -0.17955)
H (4.04749, 1.54581, -2.11392)
H (5.17829, 2.66981, -1.33537)
H (2.82485, 3.45361, -3.16044)
H (4.52395, 3.48998, -3.62292)
H (3.92793, 4.60521, -2.39696)
H (3.55648, 0.70033, 1.14935)
H (3.38212, 2.11079, 2.16114)
H (5.84018, 1.41283, 0.44771)
H (5.75566, 1.48701, 2.20168)
H (5.65766, 2.96548, 1.25088)
S (1.51923, 0.87694, -3.01191)

Here are the Löwdin charges for atoms 1 to 8, given in e: number 1, Rh, carries 0.264; number 2, N, carries -0.352; number 3, S, carries 0.733; number 4, N, carries -0.350; number 5, S, carries 0.857; number 6, N, carries -0.350; number 7, S, carries 0.735; number 8, N, carries -0.366

2.
ORCA calculation (ωB97M-V/def2-TZVPD) on a molecular structure, C64H66BrN8O2S4Si2Ti at a distorted geometry.

Computed properties:
HOMO energy: -8.047 eV
Molar mass: 1291.5 g mol⁻¹
Energy above the lowest of the compared OMol25 structures with the same formula, charge and spin: 4.966 eV
Charge: +1
Lowest unoccupied orbital energy: -2.3581 eV

CARTESIAN COORDINATES (ANGSTROEM)
Ti (-0.45710, -0.29704, 0.82856)
O (-1.77566, -3.90562, -0.95465)
C (-2.72657, -3.42379, -1.79682)
C (-3.43368, -4.33193, -2.58051)
C (-4.41755, -3.88759, -3.45036)
C (-4.70101, -2.52945, -3.56652)
C (-3.98264, -1.62885, -2.79341)
C (-3.00669, -2.05966, -1.89739)
C (-2.28446, -1.04628, -1.05174)
O (-1.05926, -1.47517, -0.57415)
N (-3.13606, -0.64758, 0.11956)
N (-2.50564, -0.88924, 1.32011)
C (-3.22029, -1.12012, 2.34036)
C (-2.61785, -1.39799, 3.65615)
Br (-0.97978, -2.32043, 3.52522)
C (-3.25043, -1.07793, 4.77601)
C (-2.89208, -1.13647, 6.20234)
C (-1.60815, -1.37290, 6.69498)
C (-1.37222, -1.35145, 8.06157)
C (-2.40345, -1.09091, 8.95314)
C (-3.68322, -0.84408, 8.47415)
C (-3.91832, -0.86293, 7.11015)
H (-1.21789, -3.15127, -0.65289)
H (-3.19324, -5.38458, -2.49198)
H (-4.96654, -4.60738, -4.04551)
H (-5.46305, -2.18246, -4.25224)
H (-4.17539, -0.56032, -2.87761)
H (-2.17036, -0.14995, -1.66481)
H (-4.07449, -1.02839, 0.08100)
H (-4.30700, -1.07990, 2.27165)
H (-4.23592, -0.64848, 4.59214)
H (-0.78169, -1.53942, 6.02164)
H (-0.36752, -1.52250, 8.42788)
H (-2.20866, -1.06654, 10.01791)
H (-4.49349, -0.63314, 9.16011)
H (-4.91697, -0.66851, 6.73498)
C (2.35411, -1.41962, 3.30874)
Si (1.32566, 0.08990, 2.77699)
C (2.61800, 1.39830, 2.31271)
C (0.65575, 0.75093, 4.42008)
C (1.31455, 0.64867, 5.65552)
C (0.78319, 1.23188, 6.79878)
C (-0.42063, 1.92938, 6.72952)
C (-1.07354, 2.04844, 5.51068)
C (-0.54217, 1.46142, 4.35200)
Si (-1.23832, 1.69176, 2.62465)
C (-3.11898, 1.87832, 2.77718)
C (-0.69490, 3.42692, 2.17811)
H (3.42393, -1.18390, 3.28490)
H (2.18578, -2.29595, 2.68145)
H (2.09212, -1.69688, 4.33381)
H (3.46023, 1.34772, 3.01148)
H (2.18864, 2.40352, 2.38340)
H (3.00830, 1.25931, 1.29995)
H (2.25713, 0.11167, 5.72902)
H (1.30297, 1.14335, 7.74673)
H (-0.84237, 2.37772, 7.62225)
H (-2.00659, 2.60647, 5.46652)
H (-3.40593, 2.90981, 2.54453)
H (-3.43683, 1.66770, 3.80211)
H (-3.68771, 1.22534, 2.11290)
H (-0.92919, 4.08803, 3.01900)
H (-1.21504, 3.80415, 1.29319)
H (0.37903, 3.48580, 1.99299)
N (1.33557, -0.15172, -0.13348)
S (2.21967, -0.45867, -1.24136)
N (2.34567, 0.68963, -2.43997)
S (1.14175, 1.21711, -3.22170)
N (-0.26114, 1.27815, -2.61155)
S (-0.85660, 2.06862, -1.26283)
N (-0.93748, 1.43402, 0.06466)
C (-2.45050, 2.53670, -1.85333)
C (-2.73555, 2.70927, -3.20203)
C (-4.03797, 2.99540, -3.58026)
C (-5.03338, 3.09807, -2.61424)
C (-4.73296, 2.91997, -1.27184)
C (-3.43336, 2.63043, -0.87813)
C (0.12317, 3.52955, -1.17951)
C (-0.34173, 4.76210, -1.60617)
C (0.48691, 5.86655, -1.45661)
C (1.74778, 5.72080, -0.89344)
C (2.18904, 4.47514, -0.45793)
C (1.37343, 3.36502, -0.58984)
C (0.89799, 0.25883, -4.69682)
C (-0.36414, 0.14753, -5.25591)
C (-0.51350, -0.61926, -6.40348)
C (0.58772, -1.25191, -6.96426)
C (1.84368, -1.12867, -6.38640)
C (2.00903, -0.36770, -5.23923)
C (1.72534, 2.76379, -3.87475)
C (3.05893, 3.11701, -3.75796)
C (3.48682, 4.30242, -4.34149)
C (2.58713, 5.10605, -5.02478)
C (1.25525, 4.73192, -5.13940)
C (0.81685, 3.55024, -4.56383)
C (3.91505, -0.50538, -0.73442)
C (4.15316, -1.33847, 0.35432)
C (5.41843, -1.35749, 0.91410)
C (6.42208, -0.54351, 0.40195)
C (6.16725, 0.28733, -0.68009)
C (4.90584, 0.31078, -1.26108)
C (2.00745, -1.96249, -2.17931)
C (3.05766, -2.84234, -2.41626)
C (2.81244, -3.99067, -3.15721)
C (1.53691, -4.25478, -3.63825)
C (0.49696, -3.36685, -3.39320)
C (0.72988, -2.21331, -2.66726)
H (-1.95815, 2.60849, -3.94365)
H (-4.27740, 3.13118, -4.62728)
H (-6.05138, 3.31355, -2.91417)
H (-5.51098, 2.99986, -0.52338)
H (-3.18051, 2.46286, 0.16064)
H (-1.33056, 4.86888, -2.03378)
H (0.14061, 6.84302, -1.77040)
H (2.38466, 6.58850, -0.77518)
H (3.16203, 4.36934, 0.00627)
H (1.67732, 2.39585, -0.20963)
H (-1.21790, 0.60810, -4.77676)
H (-1.49331, -0.73215, -6.84920)
H (0.46402, -1.85294, -7.85666)
H (2.69589, -1.63621, -6.81911)
H (2.97670, -0.27842, -4.76148)
H (3.74189, 2.47936, -3.21896)
H (4.52591, 4.59344, -4.26054)
H (2.92506, 6.03150, -5.47361)
H (0.55523, 5.35857, -5.67666)
H (-0.21718, 3.24699, -4.65860)
H (3.35563, -1.95225, 0.76278)
H (5.61635, -2.00099, 1.76229)
H (7.40508, -0.55083, 0.85568)
H (6.94934, 0.92461, -1.07251)
H (4.69798, 0.94968, -2.10323)
H (4.04833, -2.64905, -2.03348)
H (3.62138, -4.68504, -3.34775)
H (1.35057, -5.16142, -4.20084)
H (-0.50354, -3.57571, -3.75442)
H (-0.08129, -1.53542, -2.44597)
C (3.07431, -5.82694, 1.52207)
N (1.64805, -6.09562, 1.47897)
C (0.72367, -5.17581, 1.15040)
N (-0.56226, -5.58031, 1.24773)
S (1.13976, -3.61764, 0.67024)
H (3.57184, -6.72243, 1.88870)
H (3.29245, -4.99211, 2.18737)
H (3.45392, -5.58233, 0.53040)
H (1.33354, -6.99547, 1.79995)
H (-0.77996, -6.55926, 1.33426)
H (-1.25647, -5.00448, 0.79581)

Here are the Löwdin charges for atoms 1 to 8, given in e: number 1, Ti, carries 0.615; number 2, O, carries 0.003; number 3, C, carries -0.265; number 4, C, carries -0.010; number 5, C, carries -0.080; number 6, C, carries -0.091; number 7, C, carries -0.036; number 8, C, carries -0.108